Entry from the OMol25 dataset: a cluster of 6 separate species, C39H56NO14P in total at a distorted geometry (ωB97M-V/def2-TZVPD).

Values from the calculation:
- ΔE to the lowest compared entry with this formula, charge and spin: 89.2 kcal per mole
- HOMO-LUMO gap: 9.38 eV
- SMILES: O=C(O[PH2](OC(=O)c1ccccc1)c1cccnc1)c1ccccc1.CCOC(C)=O.CCOC(C)=O.CCOC(C)=O.CCOC(C)=O.CCOC(C)=O

CARTESIAN COORDINATES (ANGSTROEM)
1 O -0.308345 -2.397778 4.665244
2 C -0.604015 -2.240716 3.512593
3 O -1.917190 -1.894645 3.154215
4 P -2.080511 -0.292005 2.654566
5 O -0.787825 0.240847 3.681875
6 C -0.498298 1.600820 3.473667
7 O -0.994864 2.474893 4.124911
8 C 0.494353 1.860833 2.282284
9 C 1.903526 1.584555 2.532195
10 C 2.831540 1.781387 1.405754
11 C 2.273595 2.226701 0.123342
12 C 0.864164 2.523982 -0.096685
13 C -0.062772 2.331108 1.014573
14 C -3.567836 -0.716460 1.540453
15 C -4.887700 -0.195529 1.933003
16 C -5.954954 -0.557519 0.954905
17 C -5.519489 -1.350883 -0.198571
18 N -4.296011 -1.845990 -0.509094
19 C -3.301697 -1.534044 0.360969
20 C 0.519217 -2.499684 2.477146
21 C 0.302957 -3.281650 1.241745
22 C 1.387569 -3.554946 0.293041
23 C 2.756471 -3.054912 0.506464
24 C 2.972723 -2.278363 1.733107
25 C 1.895389 -2.011186 2.673665
26 H -2.952043 0.601345 3.373864
27 H -1.384870 0.096776 1.459308
28 H 2.221066 1.241325 3.543336
29 H 3.905779 1.555424 1.573174
30 H 2.980804 2.340882 -0.733921
31 H 0.452136 2.865161 -1.077102
32 H -1.159469 2.521642 0.935126
33 H -5.072811 0.419141 2.839765
34 H -7.011961 -0.219750 1.091482
35 H -6.328158 -1.585910 -0.943236
36 H -2.263851 -1.899081 0.168829
37 H -0.713083 -3.700526 1.049696
38 H 1.179249 -4.164232 -0.619864
39 H 3.558993 -3.264796 -0.234569
40 H 4.011169 -1.897328 1.914085
41 H 2.152803 -1.439862 3.599514
42 O -1.775489 -0.561055 -3.061133
43 C -2.607183 -0.637425 -3.927611
44 O -3.116639 0.482838 -4.475995
45 C -3.960511 0.498631 -5.632434
46 C -5.411312 0.280164 -5.253989
47 C -3.161120 -1.972546 -4.349465
48 H -3.610736 -0.214088 -6.382248
49 H -3.849239 1.489959 -6.074344
50 H -5.563668 -0.697197 -4.793293
51 H -6.052910 0.350647 -6.134363
52 H -5.730020 1.027395 -4.524930
53 H -3.956640 -2.262241 -3.661577
54 H -2.358295 -2.708014 -4.297710
55 H -3.531284 -1.995003 -5.372425
56 O 3.315166 5.702537 0.787295
57 C 3.249107 5.868217 1.977305
58 O 2.165937 5.440040 2.649563
59 C 2.060325 5.409049 4.077393
60 C 1.601404 6.746312 4.621709
61 C 4.318593 6.630259 2.717383
62 H 2.993768 5.069078 4.531782
63 H 1.310805 4.650086 4.308277
64 H 2.318009 7.538881 4.398417
65 H 1.469063 6.695550 5.703939
66 H 0.654110 7.037096 4.164144
67 H 4.118487 7.698638 2.633337
68 H 5.279580 6.408970 2.252775
69 H 4.412989 6.354886 3.765587
70 O 5.935517 -1.220598 -0.139015
71 C 6.635236 -2.154750 -0.433863
72 O 6.177164 -3.410677 -0.273679
73 C 6.841491 -4.582897 -0.763343
74 C 7.887049 -5.069519 0.218779
75 C 8.054697 -1.946575 -0.893753
76 H 7.250224 -4.413035 -1.761536
77 H 6.068637 -5.345190 -0.872195
78 H 8.673681 -4.328144 0.368637
79 H 8.346756 -5.993503 -0.136131
80 H 7.434464 -5.253412 1.194846
81 H 8.699427 -1.834382 -0.021788
82 H 8.091491 -1.031998 -1.485531
83 H 8.434099 -2.741411 -1.532103
84 O 4.504223 2.738069 -7.547595
85 C 4.444828 2.927883 -6.360693
86 O 3.365286 2.520149 -5.668598
87 C 3.278662 2.525212 -4.237742
88 C 2.833643 3.877682 -3.720107
89 C 5.522835 3.700831 -5.644569
90 H 4.216547 2.192047 -3.787822
91 H 2.529255 1.776099 -3.977481
92 H 3.550245 4.661020 -3.972338
93 H 2.716436 3.854617 -2.634932
94 H 1.881366 4.163262 -4.170931
95 H 5.326684 4.767993 -5.750002
96 H 6.479408 3.465400 -6.111225
97 H 5.623689 3.447667 -4.591459
98 O -8.496138 -3.430710 -0.491093
99 C -8.755184 -3.802250 0.622891
100 O -8.588192 -2.962779 1.653838
101 C -9.039313 -3.212708 2.990196
102 C -8.023269 -4.024570 3.767172
103 C -9.173717 -5.224193 0.893362
104 H -10.030861 -3.670606 2.989753
105 H -9.151798 -2.234201 3.459456
106 H -7.869053 -5.008417 3.321102
107 H -8.349221 -4.161085 4.799884
108 H -7.054749 -3.520972 3.766882
109 H -8.283838 -5.849080 0.972132
110 H -9.778726 -5.567870 0.054347
111 H -9.787033 -5.343095 1.784004

Force components x, y, z for each atom (eV/Å):
O -0.756 0.102 -0.593
C 2.027 -0.793 1.031
O 1.521 1.445 -0.726
P -1.872 -0.569 -1.112
O 0.269 1.208 -0.344
C 0.716 -0.320 -1.108
O 0.146 -0.578 -0.118
C 0.234 -0.132 -0.017
C -0.729 0.892 -2.722
C -2.852 0.234 0.354
C -0.349 -0.163 0.939
C 0.258 -0.851 2.215
C 2.500 -0.405 0.451
C -0.641 -0.244 0.660
C 0.088 -2.261 -3.811
C 3.056 -0.160 0.580
C -1.651 0.727 0.598
N 0.131 0.997 1.438
C -1.823 1.277 1.291
C 1.395 -0.406 -2.944
C 1.404 0.770 0.573
C 0.649 0.943 1.392
C -2.759 0.399 1.892
C -1.205 -0.832 -0.877
C -0.374 -0.809 -0.676
H 0.584 -0.225 -0.198
H 0.072 -0.117 0.829
H -0.193 0.291 -1.049
H -0.903 0.296 -0.502
H -0.709 -0.067 0.883
H 0.694 -0.370 0.948
H 1.146 -0.127 -0.031
H 0.284 -0.568 -0.763
H 1.128 -0.534 -0.346
H 0.905 0.116 0.824
H -1.026 0.333 0.014
H 0.975 0.407 0.086
H 0.076 0.632 0.972
H -0.685 0.308 0.854
H -1.252 -0.281 -0.034
H -0.442 -0.552 -0.947
O -0.164 0.356 -0.271
C -0.073 -0.449 0.345
O 0.363 0.440 0.002
C -0.268 -0.092 -0.002
C -0.075 -0.130 0.128
C 0.211 -0.263 -0.516
H -0.014 -0.056 0.098
H 0.172 -0.019 0.181
H 0.010 -0.006 -0.098
H 0.031 0.014 0.024
H 0.046 0.036 -0.096
H 0.048 0.039 0.024
H -0.073 0.078 0.247
H -0.188 0.060 0.071
O -0.165 -0.085 0.204
C 0.054 0.234 -0.128
O -0.166 -0.382 -0.223
C -0.065 0.153 0.196
C 0.067 0.187 -0.069
C 0.437 -0.351 0.263
H 0.038 0.093 -0.074
H 0.034 -0.019 -0.265
H 0.038 -0.051 0.084
H -0.010 -0.019 -0.042
H 0.000 -0.115 0.057
H -0.009 -0.042 0.020
H -0.147 0.147 -0.155
H -0.154 0.158 0.048
O -0.081 -0.433 0.010
C 0.296 0.340 0.146
O -0.546 -0.031 -0.072
C 0.270 -0.150 0.087
C 0.114 0.118 0.121
C 0.068 -0.003 -0.612
H 0.032 0.095 0.069
H -0.122 0.222 0.055
H 0.019 -0.052 -0.096
H -0.036 0.028 0.006
H -0.048 -0.059 -0.094
H -0.026 -0.026 -0.028
H -0.039 0.051 0.250
H 0.072 -0.101 0.184
O -0.231 -0.111 0.297
C 0.151 0.315 -0.174
O -0.175 -0.426 -0.214
C -0.063 0.229 0.207
C 0.048 0.155 -0.060
C 0.441 -0.346 0.274
H 0.026 0.082 -0.072
H 0.044 -0.023 -0.246
H 0.040 -0.052 0.102
H 0.003 0.026 -0.035
H -0.001 -0.116 0.054
H -0.009 -0.043 0.024
H -0.149 0.144 -0.162
H -0.150 0.171 0.045
O -0.023 0.178 0.199
C 0.170 -0.426 -0.275
O -0.085 0.682 0.089
C 0.121 -0.233 0.198
C 0.117 -0.136 -0.061
C -0.605 -0.089 0.027
H 0.064 -0.068 -0.079
H 0.043 0.041 -0.247
H -0.090 0.001 0.055
H 0.006 0.023 -0.037
H -0.088 0.059 0.034
H -0.027 0.036 0.017
H 0.249 0.026 -0.067
H 0.186 -0.025 0.121